Molecular formula: C22H34CdCl2N5O4
Method: DFT, the ωB97M-V functional and the def2-TZVPD basis

For the max |F|, the calculation gives 3.06 eV/Å. The value obtained for the relative energy (zero: lowest compared OMol25 entry of this formula, charge and spin) is 0.00 kcal/mol. As for the HOMO-LUMO gap: 5.379 eV. As for the LUMO energy: 2.058 eV.

The geometry in ORCA input format:
```
! wB97M-V def2-TZVPD RIJCOSX def2/J DEFGRID3
* xyz -1 1
O -0.14494 -0.79880 -3.08295
C -1.06457 0.14605 -3.13803
C -0.42459 1.42787 -3.68527
C 0.15706 2.34769 -2.83001
H 0.10676 2.16481 -1.74913
C 0.69797 3.53774 -3.33696
H 1.10795 4.26973 -2.63696
C 0.70405 3.76496 -4.71521
H 1.10544 4.70051 -5.11388
C 0.17928 2.79363 -5.58222
H 0.19150 2.95652 -6.66036
C -0.37146 1.61746 -5.06511
H -0.78587 0.84214 -5.71310
H -1.85683 -0.12240 -3.88178
C -2.84851 -0.84865 -1.49825
C -2.07419 0.37934 -1.81423
H -3.77824 -0.88263 -2.09792
H -3.15765 -0.87930 -0.43824
H -2.26683 -1.74262 -1.75071
C -2.49335 1.63074 -1.55555
C -3.71514 2.05257 -0.81689
H -1.95229 2.47971 -1.96695
H -4.52512 2.32470 -1.51284
H -3.48288 2.93398 -0.20500
H -4.08306 1.26423 -0.14646
Cd -1.42924 0.53200 1.57056
Cl -0.38946 2.50666 0.65343
Cl -3.79012 -0.09638 1.89352
H 4.31642 1.88340 -1.92912
H 3.89518 0.86632 0.64807
C 3.21562 1.90749 -1.96707
C 2.87206 1.16418 0.36702
N 2.63903 0.94214 -1.04985
H 2.88579 1.68332 -2.98846
C 2.32106 -0.30980 -1.46943
O 2.17078 -1.26698 -0.69823
H 2.14766 0.59560 0.95818
H 2.20963 -0.40677 -2.56645
H 2.88211 2.91301 -1.68895
H 2.73559 2.22890 0.57241
H 0.82876 -4.89731 1.27136
H 1.37133 -4.95816 -0.88289
C -0.03183 -4.24619 1.08117
C 0.97351 -3.98818 -1.19454
N 0.27273 -3.40137 -0.06114
H -0.24813 -3.62026 1.95050
C -0.10734 -2.12235 -0.08160
O -0.50565 -1.50525 0.93497
H 1.78147 -3.30680 -1.48829
H -0.07448 -1.64582 -1.08080
H -0.89893 -4.88822 0.86291
H 0.29173 -4.12427 -2.04757
C 2.32113 0.47009 5.56358
N 1.07828 -0.17646 5.16663
C 0.51779 -1.10804 5.97095
C -0.64078 -1.72188 5.60519
C -1.27930 -1.28753 4.41069
N -0.73938 -0.33257 3.64675
C 0.50657 0.16726 3.92670
O 1.11384 0.90295 3.13928
N -2.42242 -1.86479 4.00369
H 2.70427 1.03112 4.71403
H 3.04760 -0.28354 5.88098
H 2.14569 1.15056 6.40474
H 1.06681 -1.33154 6.88621
H -1.09745 -2.49575 6.20916
H -2.88797 -2.51035 4.62785
H -2.99444 -1.40844 3.26788
*
```

Here are the Mulliken charges for atoms 1 to 6, given in e: -0.890 -0.068 0.089 0.811 0.091 -1.255